No. 1
{"formula": "C10H16NOS", "method": "ωB97M-V with the def2-TZVPD basis set", "spin_multiplicity": 1, "homo_ev": -13.0371, "de_lowest_kcal_mol": 3.7, "max_force_ev_per_a": 3.83, "charge": 1, "homo_lumo_gap_ha": 0.29386, "e_lumo_ev": -5.041, "elements": ["C", "C", "C", "C", "C", "C", "C", "C", "C", "C", "N", "O", "S", "H", "H", "H", "H", "H", "H", "H", "H", "H", "H", "H", "H", "H", "H", "H", "H"], "coordinates": [[4.317, -1.673, -0.132], [3.079, -1.286, 0.356], [5.077, -0.605, -0.586], [2.836, 0.071, 0.274], [-0.661, 0.220, 1.194], [1.630, 0.672, 0.555], [-1.496, -0.081, -0.136], [1.499, 2.109, 0.425], [-1.277, -1.629, -0.409], [-2.975, 0.270, 0.228], [-0.752, 0.703, -1.208], [0.681, -0.140, 1.036], [4.215, 0.863, -0.434], [4.678, -2.674, 0.117], [2.316, -1.938, 0.740], [6.080, -0.366, -0.924], [-0.799, 1.336, 1.371], [-1.041, -0.425, 1.958], [0.763, 2.295, -0.372], [2.354, 2.744, 0.278], [1.008, 2.511, 1.296], [-0.367, -1.712, 0.110], [-1.161, -1.808, -1.442], [-1.970, -2.301, 0.090], [-3.499, 0.478, -0.649], [-3.058, 1.092, 0.947], [-3.470, -0.603, 0.592], [-1.488, 1.425, -1.643], [-0.431, -0.018, -1.832]], "nbo_charge": [-0.2659, -0.0809, -0.2931, -0.3806, -0.0994, 0.6419, 0.1396, -0.7650, -0.6306, -0.6350, -0.8935, -0.4414, 0.5463, 0.2608, 0.2500, 0.2735, 0.1999, 0.2180, 0.3149, 0.2650, 0.2682, 0.2049, 0.2144, 0.2328, 0.2284, 0.2176, 0.2325, 0.3983, 0.3785]}



No. 2
{"formula": "C4H12N2O2", "method": "ωB97M-V with the def2-TZVPD basis set", "spin_multiplicity": 1, "homo_ev": -9.2862, "de_lowest_kcal_mol": 27.2, "smiles": "CC[C@@H](N)C(N)=O.O", "max_force_ev_per_a": 2.39, "charge": 0, "homo_lumo_gap_ha": 0.37021, "e_lumo_ev": 0.788, "elements": ["C", "C", "C", "N", "C", "N", "O", "H", "H", "H", "H", "H", "H", "H", "H", "H", "H", "O", "H", "H"], "coordinates": [[0.801, -2.611, -0.343], [0.617, -1.236, 0.316], [0.764, -0.067, -0.673], [-0.058, -0.218, -1.847], [0.433, 1.235, 0.095], [1.326, 1.445, 1.114], [-0.664, 1.739, 0.072], [1.668, -2.519, -0.996], [-0.038, -2.900, -0.964], [1.030, -3.399, 0.370], [-0.373, -1.119, 0.763], [1.232, -1.237, 1.214], [1.821, 0.100, -0.933], [-1.009, -0.074, -1.557], [0.003, -1.151, -2.224], [2.328, 1.367, 1.095], [1.012, 2.099, 1.788], [-2.715, 0.055, 0.985], [-2.912, 0.983, 0.815], [-2.564, 0.056, 1.936]], "nbo_charge": [-0.6141, -0.4201, -0.1328, -0.8219, 0.6915, -0.8417, -0.6091, 0.1973, 0.2038, 0.2169, 0.2194, 0.2095, 0.1784, 0.3750, 0.3574, 0.3972, 0.3888, -0.9375, 0.4792, 0.4626]}



No. 3
{"formula": "C12H16N2", "method": "ωB97M-V with the def2-TZVPD basis set", "spin_multiplicity": 1, "homo_ev": -8.4807, "de_lowest_kcal_mol": 37.5, "smiles": "C=Cc1c(C)cc(C)cc1C.N#CN", "max_force_ev_per_a": 2.92, "charge": 0, "homo_lumo_gap_ha": 0.32416, "e_lumo_ev": 0.340, "elements": ["C", "C", "C", "C", "C", "C", "C", "C", "C", "C", "C", "H", "H", "H", "H", "H", "H", "H", "H", "H", "H", "H", "H", "H", "H", "N", "C", "N", "H", "H"], "coordinates": [[2.617, 0.808, 0.519], [1.351, 0.555, 0.957], [0.333, -0.246, 0.311], [-0.570, -1.018, 1.105], [-0.403, -1.132, 2.592], [-1.626, -1.702, 0.511], [-1.819, -1.682, -0.876], [-2.975, -2.408, -1.489], [-0.913, -0.967, -1.661], [0.160, -0.277, -1.100], [1.068, 0.463, -2.027], [3.333, 1.271, 1.197], [2.993, 0.536, -0.464], [1.086, 0.905, 1.966], [-1.207, -1.765, 2.987], [0.553, -1.607, 2.846], [-0.439, -0.165, 3.109], [-2.289, -2.308, 1.139], [-2.976, -2.282, -2.576], [-2.946, -3.482, -1.265], [-3.924, -2.022, -1.093], [-1.019, -0.968, -2.749], [0.641, 0.473, -3.037], [1.226, 1.504, -1.722], [2.043, -0.031, -2.108], [0.430, 4.375, 2.143], [0.806, 3.808, 1.186], [1.208, 3.144, 0.112], [2.021, 2.508, 0.217], [1.238, 3.711, -0.730]], "nbo_charge": [-0.5031, -0.1156, -0.1555, 0.1350, -0.6581, -0.2584, 0.0150, -0.6309, -0.2261, 0.0405, -0.6334, 0.2166, 0.2093, 0.2155, 0.2173, 0.2224, 0.2220, 0.2069, 0.2151, 0.2217, 0.2232, 0.2042, 0.2172, 0.2168, 0.2133, -0.4010, 0.4139, -0.8812, 0.4331, 0.4043]}



No. 4
{"formula": "C44H36N9OPb", "method": "ωB97M-V with the def2-TZVPD basis set", "spin_multiplicity": 1, "homo_ev": [-9.8646, -9.1684], "de_lowest_kcal_mol": 0.0, "max_force_ev_per_a": 2.36, "charge": 1, "homo_lumo_gap_ha": [0.17852, 0.17762], "e_lumo_ev": [-5.007, -4.335], "elements": ["Pb", "C", "C", "C", "C", "C", "N", "C", "C", "C", "C", "C", "C", "C", "C", "N", "C", "N", "C", "N", "C", "N", "C", "N", "C", "N", "C", "C", "C", "C", "C", "C", "C", "C", "C", "C", "C", "C", "C", "C", "N", "H", "H", "H", "H", "H", "H", "H", "H", "H", "H", "H", "H", "H", "H", "H", "H", "C", "C", "C", "C", "C", "C", "C", "C", "C", "C", "H", "H", "H", "H", "H", "H", "H", "H", "H", "H", "H", "H", "H", "H", "H", "C", "C", "N", "O", "H", "H", "H", "H", "H"], "coordinates": [[-0.401, -0.307, 0.000], [-4.491, -4.459, -3.157], [-5.458, -3.508, -2.792], [-5.113, -2.213, -2.433], [-3.760, -1.887, -2.448], [-3.044, -0.673, -2.028], [-3.642, 0.454, -1.653], [-2.974, 1.531, -1.240], [-3.624, 2.838, -0.987], [-4.968, 3.230, -1.053], [-5.235, 4.575, -0.776], [-4.230, 5.466, -0.412], [-2.901, 5.046, -0.240], [-2.607, 3.713, -0.522], [-1.379, 2.918, -0.498], [-0.207, 3.430, -0.141], [0.965, 2.801, -0.211], [1.155, 1.527, -0.738], [2.519, 1.293, -0.813], [3.133, 0.307, -1.469], [2.482, -0.728, -2.014], [1.152, -1.043, -1.875], [0.873, -2.121, -2.674], [-0.312, -2.708, -2.892], [-1.493, -2.158, -2.624], [-1.688, -0.897, -2.088], [-2.765, -2.840, -2.808], [-3.123, -4.152, -3.135], [2.113, -2.580, -3.314], [2.384, -3.632, -4.174], [3.681, -3.771, -4.647], [4.685, -2.893, -4.228], [4.439, -1.847, -3.341], [3.142, -1.717, -2.875], [3.228, 2.400, -0.165], [4.578, 2.659, 0.095], [4.899, 3.909, 0.656], [3.902, 4.811, 1.037], [2.550, 4.538, 0.854], [2.237, 3.345, 0.224], [-1.645, 1.631, -0.930], [-4.811, -5.468, -3.401], [-6.497, -3.796, -2.808], [-5.866, -1.502, -2.080], [-5.780, 2.554, -1.318], [-6.280, 4.882, -0.815], [-4.483, 6.519, -0.306], [-2.142, 5.742, 0.073], [-2.380, -4.902, -3.325], [1.610, -4.331, -4.476], [3.915, -4.534, -5.367], [5.698, -3.089, -4.583], [5.214, -1.154, -3.075], [5.355, 1.948, -0.155], [5.933, 4.199, 0.778], [4.177, 5.759, 1.483], [1.773, 5.222, 1.149], [1.643, -0.808, 2.947], [2.661, -1.346, 2.061], [2.094, -2.480, 1.488], [0.763, -2.622, 2.001], [0.488, -1.629, 2.934], [-0.700, -1.506, 3.840], [-0.122, -3.766, 1.620], [2.781, -3.406, 0.546], [4.037, -0.785, 1.864], [1.701, 0.497, 3.704], [-1.457, -0.871, 3.366], [-0.416, -0.981, 4.788], [-1.177, -2.491, 4.054], [-0.194, -3.917, 0.542], [-1.154, -3.658, 2.012], [0.320, -4.697, 2.036], [2.086, -3.770, -0.244], [3.148, -4.302, 1.076], [3.647, -2.888, 0.057], [4.363, -1.073, 0.856], [4.747, -1.187, 2.606], [3.996, 0.325, 1.924], [0.741, 1.002, 3.589], [2.483, 1.188, 3.286], [1.888, 0.364, 4.775], [-2.395, 1.582, 4.721], [-2.442, 2.088, 3.300], [-2.940, 3.355, 3.194], [-2.093, 1.443, 2.299], [-3.172, 2.044, 5.359], [-1.381, 1.749, 5.146], [-2.537, 0.500, 4.696], [-3.048, 3.945, 4.037], [-2.852, 3.764, 2.275]], "mulliken_charge": [1.3004, -0.6242, -0.5390, -0.2294, 0.1076, 0.2342, -0.6468, 0.1969, 0.0806, -0.3131, -0.5855, -0.7155, 0.2437, 0.1960, -0.2627, -0.5512, 0.0798, -0.2216, -0.1823, -0.4608, -0.4984, -0.0416, -0.3008, -0.5750, 0.1385, -0.4699, 0.0968, -0.1905, 0.4222, -0.1981, -0.7009, -0.6795, -0.2114, 0.6338, 0.2579, 0.2675, -0.8314, -0.5704, -0.3340, 0.0053, -0.2816, 0.3981, 0.4109, 0.5170, 0.5416, 0.4055, 0.4165, 0.5647, 0.5536, 0.5381, 0.4414, 0.3870, 0.5816, 0.5594, 0.4312, 0.4276, 0.5872, 0.7680, 0.2897, 0.7601, 0.3351, 0.3373, -0.9725, -1.4777, -1.3506, -1.3061, -1.3516, -0.0015, 0.3570, 0.3685, 0.3126, 0.3507, 0.3499, 0.2502, 0.4122, 0.2409, 0.2676, 0.3880, 0.1783, 0.0361, 0.3022, 0.3917, -1.1513, 0.6558, -0.3864, -0.4494, 0.4272, 0.2688, 0.2169, 0.2214, 0.1538]}



No. 5
{"formula": "C5H9NO", "method": "ωB97M-V with the def2-TZVPD basis set", "spin_multiplicity": 1, "homo_ev": -8.0525, "de_lowest_kcal_mol": 69.1, "max_force_ev_per_a": 1.57, "charge": 0, "homo_lumo_gap_ha": 0.32734, "e_lumo_ev": 0.855, "elements": ["C", "C", "C", "N", "C", "C", "O", "H", "H", "H", "H", "H", "H", "H", "H", "H"], "coordinates": [[0.251, 1.369, -1.305], [-0.568, 0.552, 1.035], [-0.155, 0.389, -0.251], [1.082, -1.689, -0.777], [-0.061, -1.069, -0.281], [-0.425, -0.746, 1.642], [-1.142, 1.620, 1.667], [-1.391, 2.284, 1.012], [1.005, -2.609, -1.180], [1.967, -1.261, -0.549], [-0.962, -1.641, -0.471], [-0.377, 2.263, -1.268], [0.176, 0.983, -2.325], [1.280, 1.723, -1.189], [-1.241, -1.137, 2.249], [0.560, -1.033, 1.991]], "nbo_charge": [-0.6402, 0.3074, -0.2054, -0.8445, 0.0649, -0.5034, -0.6746, 0.4764, 0.3913, 0.3869, 0.1971, 0.2072, 0.2215, 0.2126, 0.1966, 0.2062]}



No. 6
{"formula": "C6H13AlO8S", "method": "ωB97M-V with the def2-TZVPD basis set", "spin_multiplicity": 2, "homo_ev": [-3.5657, -3.5614], "max_force_ev_per_a": 5.92, "charge": -1, "homo_lumo_gap_ha": [0.21346, 0.12758], "e_lumo_ev": [2.243, -0.090], "elements": ["Al", "S", "O", "O", "O", "O", "C", "C", "C", "O", "H", "H", "H", "H", "H", "H", "H", "C", "O", "C", "O", "O", "C", "H", "H", "H", "H", "H", "H"], "coordinates": [[-2.563, -0.614, 0.054], [-3.980, -0.691, 2.940], [-4.505, -1.640, 1.988], [-2.515, -0.873, 2.918], [-4.294, 0.613, 2.326], [-4.420, -0.889, 4.312], [1.549, 1.547, -2.782], [0.091, 1.875, -2.247], [-0.882, 2.552, -3.232], [-0.454, 0.843, -1.431], [1.634, 0.755, -3.527], [2.129, 1.272, -1.901], [1.977, 2.467, -3.182], [0.201, 2.723, -1.571], [-0.771, 3.623, -3.402], [-1.919, 2.300, -3.012], [-0.608, 2.250, -4.243], [1.242, -1.247, 3.631], [1.956, -1.664, 2.492], [1.368, -1.682, 1.303], [0.167, -1.318, 1.025], [2.422, -2.005, 0.433], [2.250, -1.687, -0.938], [1.587, -1.911, 4.424], [0.180, -1.494, 3.603], [1.469, -0.221, 3.919], [1.647, -2.487, -1.366], [3.187, -1.720, -1.494], [1.857, -0.675, -1.042]], "nbo_charge": [0.8665, 2.5924, -1.1277, -1.1416, -1.1142, -1.0518, -0.6238, 0.0246, -0.6194, -0.2764, 0.2099, 0.2137, 0.2126, 0.1649, 0.2215, 0.2383, 0.2040, -0.2751, -0.4884, 0.9948, -0.6451, -0.5190, -0.2510, 0.1806, 0.2564, 0.1891, 0.1868, 0.1843, 0.1932]}